Computed, not measured: a structure of composition C32H32As2BN3O4SY, with ωB97M-V with the def2-TZVPD basis set.

Last column: Mulliken charge in e.
Atoms and positions in Å:
Y -0.41 -0.85 0.16  1.223
C 3.80 -1.90 -0.59  -1.173
As 2.61 -0.53 0.20  1.043
C 3.18 0.97 -0.90  -1.449
C 3.55 -0.27 1.86  -0.033
C 4.89 0.21 2.01  -0.335
C 5.48 0.39 3.27  -0.660
C 4.74 0.10 4.41  -0.633
C 3.41 -0.32 4.27  -0.524
C 2.84 -0.54 3.00  -0.265
As 0.92 -0.91 2.86  1.334
C 1.06 -2.69 3.86  -1.267
C 0.29 0.02 4.47  -1.467
H 3.23 -2.81 -0.86  0.329
H 4.55 -2.12 0.15  0.453
H 4.32 -1.41 -1.45  0.358
H 4.27 1.07 -1.08  0.446
H 2.78 1.80 -0.34  0.372
H 2.70 0.91 -1.86  0.503
H 5.47 0.33 1.06  0.312
H 6.49 0.79 3.35  0.404
H 5.16 0.28 5.46  0.329
H 2.82 -0.64 5.10  0.418
H 2.03 -2.99 4.11  0.389
H 0.53 -3.44 3.27  0.377
H 0.47 -2.47 4.75  0.421
H 0.92 0.92 4.61  0.385
H 0.54 -0.58 5.36  0.492
H -0.78 0.16 4.40  0.407
O -4.77 -0.33 -1.26  -0.677
B -3.41 0.08 -1.15  0.067
O -2.77 -0.83 -0.23  0.129
C -3.83 -1.71 0.27  0.960
C -3.71 -2.61 1.25  -0.784
C -4.72 -3.63 1.39  -0.622
C -5.79 -3.57 0.47  -0.633
C -5.93 -2.42 -0.37  -0.732
C -4.96 -1.46 -0.43  0.121
H -2.75 -2.71 1.75  0.390
H -4.72 -4.40 2.16  0.426
H -6.44 -4.43 0.23  0.366
H -6.82 -2.27 -0.99  0.437
O -0.61 1.27 0.23  -0.618
S -1.71 2.46 -0.22  -0.190
C -0.38 3.71 -0.35  0.455
C 0.78 3.62 -1.22  -0.144
C 1.58 4.74 -1.39  -0.500
C 1.22 6.00 -0.88  -0.734
C 0.18 6.02 -0.02  -0.442
C -0.62 4.88 0.31  -0.367
C -2.23 2.23 -1.88  0.320
C -2.12 3.23 -2.82  -0.461
C -2.63 3.09 -4.11  -0.843
C -3.20 1.92 -4.52  -0.673
C -3.33 0.87 -3.61  -1.353
C -2.67 0.88 -2.28  1.539
H 1.05 2.63 -1.63  0.560
H 2.31 4.67 -2.25  0.322
H 1.90 6.85 -0.96  0.399
H -0.21 6.97 0.27  0.350
H -1.50 5.09 0.93  0.362
H -1.68 4.19 -2.54  0.372
H -2.60 3.95 -4.76  0.377
H -3.83 1.80 -5.41  0.360
H -4.06 0.13 -3.80  0.464
H -1.81 0.29 -2.47  -0.098
N 0.75 -2.79 -3.76  -0.417
C 0.41 -2.59 -2.50  1.004
O -0.04 -1.49 -2.04  -0.436
C 0.53 -3.83 -1.62  0.262
C 0.33 -3.66 -0.27  0.330
N 0.00 -3.23 0.78  -0.503
C 0.75 -5.12 -2.10  -0.414
N 0.83 -6.16 -2.58  -0.461
H 0.89 -3.74 -4.07  0.225
H 0.46 -2.06 -4.46  0.314

**E_HOMO (spin up / spin down)**: -8.06 / -8.06 eV
**2S+1**: 1
**HOMO-LUMO gap (spin up / spin down)**: 5.013 / 5.007 eV
**Net charge**: +1


Computed, not measured: a structure of composition C32H32AsCl2F6HoN3O2PS4SbSi, with ωB97M-V with the def2-TZVPD basis set.

Last column: Mulliken spin population.
Atoms and positions in Å:
Ho 0.92 2.12 0.56  4.097
S 3.33 5.96 1.00  0.851
Sb 1.70 5.23 -0.52  -0.086
S 2.35 3.22 -1.53  -0.015
S -0.34 4.82 0.54  -0.009
S 1.49 6.93 -2.03  0.223
O -3.06 1.70 -1.38  0.000
C -2.34 2.01 -0.43  -0.001
O -1.06 1.88 -0.37  -0.005
C -2.93 2.57 0.86  0.000
P -1.71 2.27 2.21  -0.010
C -2.65 3.08 3.57  0.001
C -2.31 4.40 3.85  -0.001
C -3.03 5.13 4.80  0.000
C -4.08 4.54 5.49  0.000
C -4.42 3.22 5.21  0.000
C -3.72 2.49 4.26  0.000
C -1.92 0.47 2.61  0.001
C -1.61 0.09 3.85  0.000
C -1.43 -1.25 4.43  0.000
C -1.55 -2.46 3.90  0.000
C -2.75 -1.83 1.72  0.000
C -2.09 -0.47 1.45  -0.001
H -3.93 2.21 1.07  0.000
H -2.96 3.66 0.74  0.000
H -1.49 4.86 3.31  0.000
H -2.75 6.16 5.01  0.000
H -4.63 5.10 6.24  0.000
H -5.25 2.75 5.74  0.000
H -4.00 1.47 4.05  0.000
H -1.44 0.89 4.56  0.000
H -1.12 -1.22 5.47  0.000
H -1.32 -3.31 4.53  0.000
H -3.02 -2.27 0.76  0.000
H -2.66 0.00 0.66  0.000
N -0.53 -3.20 -5.27  0.000
C -0.90 -3.67 -6.51  0.000
C -1.21 -4.93 -6.99  0.000
C -1.54 -5.02 -8.38  0.000
C -1.55 -3.90 -9.21  0.000
C -1.24 -2.64 -8.73  0.000
C -0.91 -2.52 -7.34  0.000
N -0.58 -1.41 -6.62  0.000
C -0.35 -1.85 -5.38  0.000
C 0.06 -1.04 -4.23  0.000
C 0.87 -1.57 -3.23  0.000
C 1.20 -0.77 -2.15  0.000
N 0.77 0.48 -2.01  -0.002
C 0.01 0.99 -2.98  0.001
C -0.37 0.28 -4.10  -0.001
H -0.46 -3.73 -4.42  0.000
H -1.20 -5.80 -6.35  0.000
H -1.79 -5.99 -8.80  0.000
H -1.80 -4.02 -10.26  0.000
H -1.25 -1.76 -9.37  0.000
H 1.26 -2.58 -3.30  0.000
H 1.85 -1.13 -1.36  0.000
H -0.32 2.02 -2.84  -0.001
H -0.99 0.73 -4.87  0.000
F 1.05 0.97 2.73  -0.001
As 1.92 2.20 3.70  0.016
F 3.39 1.81 2.95  0.005
F 2.15 1.01 4.90  0.000
F 0.43 2.64 4.41  0.000
F 2.70 3.38 4.64  0.001
F 1.59 3.34 2.37  -0.032
C 4.45 -3.13 -0.18  0.000
Si 4.86 -1.57 0.79  0.000
C 4.96 -2.01 2.61  0.000
C 6.55 -0.99 0.24  0.000
C 3.57 -0.36 0.52  0.002
C 2.68 0.48 0.42  -0.029
H 5.24 -3.89 -0.08  0.000
H 4.33 -2.90 -1.24  0.000
H 3.51 -3.57 0.18  0.000
H 5.84 -2.61 2.85  0.000
H 4.06 -2.55 2.93  0.000
H 5.00 -1.08 3.20  0.000
H 7.31 -1.77 0.40  0.000
H 6.84 -0.10 0.80  0.000
H 6.55 -0.73 -0.82  0.000
Cl -4.34 -1.53 2.53  0.000
C -1.93 -2.83 2.50  0.000
Cl -0.47 -0.77 0.70  -0.001
H -2.49 -3.77 2.52  0.000
H -1.02 -3.02 1.92  0.000

**E_HOMO (spin up / spin down)**: -2.92 / -2.80 eV
**2S+1**: 6
**HOMO-LUMO gap (spin up / spin down)**: 6.360 / 5.382 eV
**Net charge**: -2


Computed, not measured: a structure of composition C32H32BF3N4O, with ωB97M-V with the def2-TZVPD basis set.

Last column: Mulliken charge in e.
Atoms and positions in Å:
C -3.19 4.05 -1.39  -1.018
N -2.85 2.68 -1.14  0.220
C -3.83 1.73 -0.99  0.223
O -5.04 1.95 -0.94  -0.697
C -3.13 0.38 -0.86  -0.191
C -3.58 -0.61 -1.95  -0.542
C -5.05 -0.94 -1.87  0.475
C -5.89 -0.71 -2.96  -0.377
C -7.28 -0.87 -2.82  -0.570
C -7.81 -1.33 -1.61  -0.442
C -6.95 -1.65 -0.54  -0.663
C -5.57 -1.47 -0.69  -0.261
N -1.72 0.74 -0.97  0.428
C -0.76 -0.17 -0.68  -0.513
C 0.58 0.03 -0.88  -0.510
C 1.60 -0.71 -0.15  0.158
C 3.00 -0.58 -0.59  0.050
C 3.89 -1.63 -0.32  -0.355
C 5.25 -1.48 -0.55  -0.843
C 5.74 -0.27 -1.05  0.658
C 7.14 -0.13 -1.36  -0.146
N 8.27 -0.04 -1.67  -0.532
C 4.86 0.75 -1.41  -0.875
C 3.50 0.60 -1.19  -0.417
C -1.50 2.15 -1.31  0.452
C -1.05 2.32 -2.78  -1.606
C -0.54 2.88 -0.37  -1.654
H -4.26 4.18 -1.27  0.385
H -2.66 4.70 -0.68  0.277
H -2.91 4.35 -2.41  0.320
H -3.32 -0.05 0.14  0.415
H -3.34 -0.16 -2.93  0.306
H -2.98 -1.53 -1.83  0.394
H -5.47 -0.36 -3.90  0.319
H -7.94 -0.63 -3.65  0.361
H -8.89 -1.45 -1.49  0.356
H -7.35 -2.03 0.40  0.370
H -4.88 -1.72 0.13  0.409
H -1.14 -1.13 -0.34  0.674
H 0.91 0.74 -1.65  0.451
H 1.30 -1.73 0.16  0.686
H 3.49 -2.57 0.05  0.484
H 5.93 -2.31 -0.35  0.475
H 5.24 1.66 -1.86  0.463
H 2.81 1.40 -1.48  0.308
H -1.89 2.09 -3.45  0.416
H -0.71 3.34 -2.95  0.447
H -0.23 1.64 -3.02  0.316
H -0.94 2.84 0.65  0.390
H 0.45 2.43 -0.39  0.244
H -0.45 3.93 -0.67  0.541
C 2.58 -3.07 4.29  -0.937
N 2.41 -1.93 3.39  0.307
C 1.34 -1.69 2.56  -0.571
B 0.21 -2.85 2.37  0.410
F -0.78 -2.40 1.48  -0.275
F 0.98 -3.88 1.82  -0.380
F -0.32 -3.11 3.64  -0.346
C 1.57 -0.49 1.78  0.528
C 2.83 0.04 2.35  0.019
C 3.33 -0.89 3.27  0.104
C 4.60 -0.78 3.83  -0.846
C 5.39 0.30 3.41  -0.826
C 4.86 1.27 2.54  -0.638
C 3.56 1.18 2.04  0.019
H 3.55 -2.95 4.78  0.365
H 1.80 -3.10 5.04  0.290
H 2.56 -4.00 3.72  0.299
H 0.73 0.17 1.50  0.678
H 4.94 -1.54 4.53  0.316
H 6.41 0.37 3.77  0.405
H 5.49 2.11 2.26  0.421
H 3.12 1.97 1.43  0.398

**E_HOMO**: -8.01 eV
**2S+1**: 1
**HOMO-LUMO gap**: 6.743 eV


Computed, not measured: a structure of composition C32H32BaF6N8OS, with ωB97M-V with the def2-TZVPD basis set.

Last column: Mulliken charge in e.
Atoms and positions in Å:
Ba 0.30 0.21 -1.48  1.845
C -4.69 -2.67 -0.67  -1.004
C -3.55 -3.41 -0.03  0.834
C -3.39 -3.21 1.38  -0.905
C -2.44 -3.88 2.13  0.551
C -2.19 -3.54 3.58  -1.497
C -1.59 -4.75 1.43  -0.664
C -1.64 -4.87 0.03  1.018
C -0.49 -5.49 -0.76  -1.277
C -2.63 -4.17 -0.72  -0.711
H -5.24 -3.42 -1.20  0.375
H -4.35 -1.98 -1.37  -0.076
H -5.25 -2.15 0.09  0.355
H -4.04 -2.59 1.95  0.337
H -1.15 -3.59 3.84  0.371
H -2.84 -4.04 4.30  0.320
H -2.41 -2.48 3.76  0.374
H -0.74 -5.17 1.97  0.369
H -0.77 -5.62 -1.82  0.352
H -0.24 -6.46 -0.34  0.469
H 0.37 -4.82 -0.72  0.017
H -2.68 -4.34 -1.79  0.399
S -1.65 1.19 1.09  -0.183
C -0.11 1.88 1.17  0.040
N 0.01 3.12 1.74  -0.467
N 1.23 3.61 1.88  0.016
C 1.28 4.99 2.23  0.127
C 0.13 5.84 2.34  -0.299
C 0.26 7.17 2.52  -0.549
C 1.50 7.76 2.42  -0.286
C 2.62 7.00 2.28  -0.492
C 2.56 5.60 2.31  -0.282
N 1.04 1.25 0.81  -0.345
N 1.86 1.24 1.89  -0.184
C 2.47 0.15 2.50  0.481
C 2.45 -1.13 1.97  -0.032
C 2.89 -2.17 2.83  -0.500
C 3.44 -2.01 4.11  -0.734
C 3.50 -0.66 4.55  -0.510
C 3.02 0.37 3.79  -0.483
H 2.22 2.15 2.04  0.311
H -0.78 5.30 2.01  0.372
H -0.62 7.81 2.51  0.313
H 1.50 8.88 2.41  0.303
H 3.56 7.45 2.01  0.344
H 3.46 5.01 2.20  0.379
H 2.18 -1.17 0.89  0.337
H 2.88 -3.15 2.32  0.348
H 3.70 -2.86 4.70  0.428
H 3.99 -0.53 5.53  0.310
H 3.15 1.39 4.12  0.375
N -2.30 4.38 -2.79  -0.086
C -1.21 5.22 -2.70  -0.473
C -0.11 4.39 -2.51  -0.400
N -0.49 3.06 -2.49  0.082
C -1.84 3.09 -2.67  0.055
C -2.65 1.89 -2.88  -0.198
N -2.08 0.68 -2.96  -0.002
C -3.09 -0.22 -3.22  -0.433
C -4.27 0.46 -3.29  -0.651
N -3.98 1.81 -3.07  -0.025
H -3.25 4.73 -2.90  0.223
H -1.22 6.34 -2.85  0.356
H 0.94 4.65 -2.45  0.417
H -2.85 -1.28 -3.34  0.574
H -5.32 0.11 -3.45  0.370
H -4.66 2.56 -3.12  0.208
C 3.17 -3.75 -2.34  -1.739
C 2.33 -2.46 -2.50  0.745
O 1.48 -2.10 -1.50  -1.018
C 1.44 -2.69 -3.79  0.610
F 2.13 -3.10 -4.91  -0.295
F 0.84 -1.46 -4.10  -0.253
F 0.47 -3.55 -3.46  -0.143
C 3.41 -1.28 -2.62  0.645
F 2.66 -0.14 -2.96  -0.257
F 4.40 -1.42 -3.50  -0.261
F 3.97 -0.93 -1.40  -0.226
H 2.39 -4.52 -2.28  0.412
H 3.82 -3.70 -1.43  0.334
H 3.76 -3.85 -3.24  0.440

**E_HOMO (spin up / spin down)**: -7.09 / -5.85 eV
**2S+1**: 1
**HOMO-LUMO gap (spin up / spin down)**: 6.409 / 3.886 eV